# 1
This record from the Open Molecules 2025 dataset describes 2 unconnected molecules or ions with the total composition C4H10N3 at a distorted geometry. The level of theory is wB97M-V/def2-TZVPD.

Last column: Mulliken charge in e.
CARTESIAN COORDINATES (ANGSTROEM)
C  3.58397  2.17002  -2.31030  -0.317
C  -1.64715  0.66387  0.83175  -0.035
C  -2.23423  -1.51586  1.45770  -0.835
C  -0.08904  -1.06359  0.46366  -0.815
N  2.58621  1.76931  -1.69346  0.440
N  1.79446  1.20547  -1.12907  -0.639
N  -1.29347  -0.56967  0.97111  0.148
H  4.23177  1.48590  -2.87288  0.243
H  3.56451  3.25288  -2.54878  0.219
H  -1.17324  1.27383  0.05372  0.249
H  -2.55624  0.99828  1.23478  0.254
H  -2.67741  -2.01385  0.55900  0.400
H  -1.81388  -2.39244  2.04477  0.332
H  -3.01797  -1.05783  1.92330  0.301
H  0.56980  -1.49773  1.32469  0.340
H  -0.27028  -2.14475  -0.02626  0.311
H  0.44217  -0.56384  -0.28372  0.404

Forces on atoms 1 to 3 (eV/Å):
2.22 2.69 -2.41
0.93 -1.14 -1.68
0.63 -4.02 -0.76

Computed properties:
Gap between HOMO and LUMO (eV): 6.431
Net charge: +1
ΔE to the lowest compared entry with this formula, charge and spin (eV): 4.606
LUMO level (Eh): -0.189
Energy (eV): -8769.993


# 2
This record from the Open Molecules 2025 dataset describes a molecular structure, C2H8GaO. The level of theory is wB97M-V/def2-TZVPD.

Last column: Mulliken charge in e.
CARTESIAN COORDINATES (ANGSTROEM)
C  1.97620  -0.23976  -0.07094  -1.069
C  0.56740  0.30492  -0.23902  -0.288
O  -0.37229  -0.68968  -0.04093  -0.548
Ga  -2.16017  -0.12554  0.24903  0.282
H  2.05526  -0.71362  0.90898  0.284
H  2.16610  -1.00804  -0.82444  0.249
H  2.73095  0.54349  -0.16019  0.348
H  0.42462  1.14752  0.45888  0.294
H  0.47594  0.73976  -1.25174  0.227
H  -2.74408  0.44506  -1.14959  -0.246
H  -2.98347  -1.42770  0.73625  -0.262
H  -2.13646  1.02359  1.38371  -0.269

Forces on atoms 1 to 3 (eV/Å):
-0.09 -0.23 0.01
-0.20 0.10 -0.14
0.02 -0.06 0.12

Computed properties:
Gap between HOMO and LUMO (eV): 8.517
Net charge: -1
LUMO level (Eh): 0.156
Energy (eV): -56627.495


# 3
This record from the Open Molecules 2025 dataset describes a molecular structure, C29H46N7OSSe2SiW at a distorted geometry. The level of theory is wB97M-V/def2-TZVPD.

Last column: Mulliken charge in e.
CARTESIAN COORDINATES (ANGSTROEM)
W  -0.44761  0.30624  -0.18118  -0.294
C  -2.84411  3.75044  1.13782  -1.270
Se  -1.10761  2.78534  1.10672  0.546
C  -1.24431  2.19534  3.02412  -0.417
C  0.12609  2.26744  3.64612  -1.255
Se  1.46699  1.33514  2.52012  0.713
C  2.82389  2.76074  2.64642  -1.465
H  -3.63771  3.05394  1.39272  0.315
H  -3.01131  4.15394  0.14132  0.331
H  -2.80501  4.55724  1.86532  0.431
H  -1.63811  1.17624  3.03472  -0.007
H  -1.94341  2.85814  3.53622  0.693
H  0.13909  1.83534  4.65022  0.505
H  0.46029  3.30304  3.68802  0.474
H  2.58159  3.55044  1.94322  0.375
H  3.78499  2.32154  2.39402  0.358
H  2.84329  3.13854  3.66342  0.478
N  -4.46921  0.35544  1.12352  0.404
C  -4.10681  -0.43756  2.19552  -1.396
C  -2.77751  -0.67676  2.08752  -0.742
N  -2.26101  -0.08186  0.96102  2.081
C  -3.33141  0.53424  0.35202  -1.024
C  -3.16601  1.11644  -0.89778  -0.583
N  -1.92541  1.08114  -1.49428  1.714
C  -2.11081  1.54254  -2.77088  -0.485
C  -3.40791  1.88554  -2.96808  -1.333
N  -4.08951  1.61554  -1.79608  0.207
H  -5.40471  0.63484  0.89352  0.180
H  -4.80981  -0.74186  2.94152  0.501
H  -2.15281  -1.25986  2.74242  0.490
H  -1.28571  1.60924  -3.45688  0.537
H  -3.90241  2.27444  -3.83338  0.493
H  -5.03701  1.87924  -1.59988  0.189
C  -4.10091  -2.19106  -1.04918  -1.564
C  -2.83071  -2.15336  -1.85058  0.813
C  -2.85471  -2.64056  -3.14718  -0.842
C  -1.67891  -2.66446  -3.88948  -0.858
C  -0.51171  -2.22986  -3.30758  -0.981
C  -0.54831  -1.71936  -1.99598  0.978
N  -1.71281  -1.67256  -1.29018  0.290
N  0.49809  -1.22326  -1.30608  -0.269
Si  2.17729  -1.40546  -1.75208  0.385
C  3.17719  -0.93066  -0.18408  -0.754
C  2.76299  -0.26896  -3.17678  -1.099
C  2.50519  -3.25536  -2.15118  -1.509
H  -4.66441  -3.08496  -1.30998  0.624
H  -4.72031  -1.32366  -1.28058  0.172
H  -3.89401  -2.20636  0.01632  0.084
H  -3.77801  -3.00866  -3.56418  0.494
H  -1.69011  -3.02566  -4.90848  0.453
H  0.42059  -2.22596  -3.84588  0.357
H  3.97339  -0.25346  -0.47218  0.692
H  3.66179  -1.77636  0.29842  0.538
H  2.53259  -0.40906  0.53072  -0.378
H  2.73379  0.77484  -2.87188  0.151
H  2.15809  -0.36096  -4.07438  0.328
H  3.78849  -0.50196  -3.45088  0.427
H  3.38129  -3.62316  -1.62988  0.497
H  2.68069  -3.39256  -3.21148  0.399
H  1.66529  -3.88696  -1.87798  0.361
C  1.27009  -4.84346  1.97442  -1.479
C  1.35669  -3.45676  1.36662  0.710
S  0.17729  -2.33516  2.20802  0.096
O  0.29159  -0.98996  1.50652  -1.730
C  1.07129  -2.03266  3.80302  -0.583
C  2.57619  -1.88756  3.72082  -0.977
H  1.92169  -5.52316  1.43062  0.440
H  0.25209  -5.22556  1.92392  0.353
H  1.58269  -4.84126  3.01612  0.333
H  1.03689  -3.44036  0.32452  -0.256
H  2.35369  -3.03056  1.42422  -0.048
H  0.76699  -2.83926  4.46772  0.682
H  0.63829  -1.09736  4.15862  0.272
H  3.07869  -2.84246  3.58882  0.299
H  2.93419  -1.44386  4.64822  0.400
H  2.85359  -1.20846  2.91412  0.093
N  0.80969  1.46764  -0.71438  1.195
C  1.60319  2.44884  -1.16388  -0.723
C  1.13009  3.39724  -2.09928  0.097
C  1.97919  4.34834  -2.62868  -0.779
C  3.31289  4.40484  -2.24698  -0.634
C  3.78659  3.49964  -1.30938  -1.249
C  2.95349  2.54634  -0.76798  0.688
H  0.09029  3.33704  -2.40468  0.327
H  1.60669  5.05904  -3.35428  0.428
H  3.97169  5.14584  -2.67398  0.400
H  4.82319  3.52304  -1.00608  0.433
H  3.33069  1.83964  -0.04318  0.678

Forces on atoms 1 to 3 (eV/Å):
2.87 1.12 -0.97
0.26 -0.54 -0.28
-0.06 0.53 1.42

Computed properties:
Gap between HOMO and LUMO (alpha / beta) (eV): 5.773 / 4.891
Net charge: +1
ΔE to the lowest compared entry with this formula, charge and spin (eV): 2.907
LUMO level (alpha / beta) (Eh): -0.108 / -0.116
Energy (eV): -194524.925


# 4
This record from the Open Molecules 2025 dataset describes 5 unconnected molecules or ions with the total composition H10O5 at a distorted geometry. The level of theory is wB97M-V/def2-TZVPD.

Last column: Mulliken charge in e.
CARTESIAN COORDINATES (ANGSTROEM)
H  1.57957  1.00243  -0.50223  0.413
H  1.37676  2.48710  0.31080  0.354
H  1.59200  -1.16911  -0.03459  0.415
H  3.06412  -0.87239  0.05799  0.319
H  -0.25691  -1.86972  1.38621  0.327
H  -0.40228  -0.58077  0.57703  0.409
H  -1.77950  0.86617  0.14546  0.433
H  -0.34877  1.54808  0.24892  0.459
H  -3.11401  -0.85298  -0.60836  0.337
H  -1.54294  -0.81283  -0.93990  0.378
O  0.99950  1.86548  -0.40504  -0.746
O  2.35261  -0.81673  -0.54866  -0.710
O  -0.06687  -1.56076  0.44712  -0.804
O  -1.03303  1.02668  0.82296  -0.861
O  -2.42025  -0.26065  -0.95770  -0.722

Forces on atoms 1 to 3 (eV/Å):
-1.05 2.12 0.53
-0.45 -1.82 -1.79
-0.06 -0.12 -0.37

Computed properties:
Gap between HOMO and LUMO (eV): 11.218
Structure (SMILES): O.O.O.O.O
ΔE to the lowest compared entry with this formula, charge and spin (eV): 1.022
LUMO level (Eh): 0.020
Energy (eV): -10399.827


What did the first record say?
This record from the Open Molecules 2025 dataset describes 2 unconnected molecules or ions with the total composition C4H10N3 at a distorted geometry. The level of theory is wB97M-V/def2-TZVPD.

Last column: Mulliken charge in e.
CARTESIAN COORDINATES (ANGSTROEM)
C  3.58397  2.17002  -2.31030  -0.317
C  -1.64715  0.66387  0.83175  -0.035
C  -2.23423  -1.51586  1.45770  -0.835
C  -0.08904  -1.06359  0.46366  -0.815
N  2.58621  1.76931  -1.69346  0.440
N  1.79446  1.20547  -1.12907  -0.639
N  -1.29347  -0.56967  0.97111  0.148
H  4.23177  1.48590  -2.87288  0.243
H  3.56451  3.25288  -2.54878  0.219
H  -1.17324  1.27383  0.05372  0.249
H  -2.55624  0.99828  1.23478  0.254
H  -2.67741  -2.01385  0.55900  0.400
H  -1.81388  -2.39244  2.04477  0.332
H  -3.01797  -1.05783  1.92330  0.301
H  0.56980  -1.49773  1.32469  0.340
H  -0.27028  -2.14475  -0.02626  0.311
H  0.44217  -0.56384  -0.28372  0.404

Forces on atoms 1 to 3 (eV/Å):
2.22 2.69 -2.41
0.93 -1.14 -1.68
0.63 -4.02 -0.76

Computed properties:
Gap between HOMO and LUMO (eV): 6.431
Net charge: +1
ΔE to the lowest compared entry with this formula, charge and spin (eV): 4.606
LUMO level (Eh): -0.189
Energy (eV): -8769.993